Density functional theory data (the ωB97M-V functional and the def2-TZVPD basis) for 5 unconnected molecules or ions with the total composition CH12O4S2 at a distorted geometry.

Last column: Mulliken charge in e.
CARTESIAN COORDINATES (ANGSTROEM)
C -1.397482 -0.268912 0.682495  -0.31
S -1.991279 1.425309 -0.010669  -0.05
S -0.735708 1.809672 -1.477013  -0.29
H -1.514848 -0.299445 1.787959  0.27
H -0.316395 -0.248981 0.474594  -0.10
H -2.031258 -1.032670 0.163725  0.33
H -0.933379 0.677227 -2.402962  0.17
O 0.060070 -2.342354 2.187036  -0.56
H -0.227675 -2.344964 3.027691  0.25
H 0.872818 -2.013094 1.912353  0.35
O 1.963348 -0.751213 1.215024  -0.68
H 2.507912 -0.816987 0.400267  0.29
H 2.412160 0.060573 1.557711  0.29
O 2.237795 1.104909 -0.519522  -0.49
H 1.911556 1.932620 -0.260866  0.28
H 1.981977 1.076627 -1.392668  0.23
O 1.333615 -3.213812 -0.943797  -0.62
H 0.622327 -2.583175 -0.826052  0.32
H 1.972874 -2.934196 -0.243732  0.31

Force components x, y, z for each atom (eV/Å):
C -0.4004 1.2456 -0.2757
S -0.8855 -1.4911 1.6348
S 0.7115 -1.4849 -2.5088
H -0.1908 0.1113 -0.9218
H -0.5545 -0.5102 -0.0816
H 0.9824 0.5308 0.5565
H 0.0499 1.8273 1.3578
O -2.0462 -1.8671 -4.5578
H -0.4658 0.3283 4.4352
H 2.3167 1.3345 0.4275
O 1.8932 0.6502 -0.1788
H -0.8077 -0.1137 0.3971
H -0.9233 -0.9024 0.0430
O 1.9452 -1.0415 1.8845
H -0.7438 1.8508 0.9042
H -0.8487 -0.4184 -3.1641
O 1.1114 0.4634 0.8350
H -0.3961 0.0835 0.0300
H -0.7477 -0.5965 -0.8169

Properties
Charge = 0
SMILES string = CSS.O.O.O.O
Energy above the lowest of the compared OMol25 structures with the same formula, charge and spin = 184.83 kJ/mol